*i*
{
  "formula": "C3H4",
  "method": "ωB97M-V/def2-TZVPD",
  "gap_ev": 9.96,
  "species": ["C", "C", "C", "H", "H", "H", "H"],
  "positions_angstrom": [[0.142, -0.027, -0.962], [-0.927, -0.061, -0.177], [0.345, 0.177, 0.500], [0.874, -0.348, -1.628], [-1.913, 0.114, 0.136], [1.080, -0.977, 1.160], [0.399, 1.122, 0.972]],
  "nbo_charge": [-0.176, -0.171, -0.372, 0.238, 0.230, 0.069, 0.182]
}

---

*ii*
{
  "formula": "C3H4",
  "method": "ωB97M-V/def2-TZVPD",
  "gap_ev": 11.18,
  "species": ["C", "C", "C", "H", "H", "H", "H"],
  "positions_angstrom": [[1.677, 0.223, -0.146], [0.493, 0.187, -0.045], [-0.957, -0.101, 0.051], [2.734, 0.210, -0.213], [-1.298, 0.369, 0.972], [-1.113, -1.178, 0.173], [-1.536, 0.291, -0.790]],
  "nbo_charge": [-0.273, 0.017, -0.687, 0.234, 0.235, 0.238, 0.237]
}

---

*iii*
{
  "formula": "C3H4",
  "method": "ωB97M-V/def2-TZVPD",
  "gap_ev": 10.36,
  "species": ["C", "C", "C", "H", "H", "H", "H"],
  "positions_angstrom": [[0.164, -0.435, 0.732], [-0.152, 0.828, 0.494], [0.097, -0.054, -0.680], [0.022, -1.367, 1.204], [-0.691, 1.703, 1.036], [1.245, -0.207, -1.378], [-0.684, -0.468, -1.408]],
  "nbo_charge": [-0.191, -0.184, -0.409, 0.224, 0.241, 0.133, 0.184]
}

---

On energetic grounds, *ii* is preferred over the next structure by 0.0803 hartree.

---

*i*
{
  "formula": "C2H5BO",
  "method": "ωB97M-V/def2-TZVPD",
  "gap_ev": 9.22,
  "species": ["B", "C", "C", "O", "H", "H", "H", "H", "H"],
  "positions_angstrom": [[1.426, -0.579, -0.350], [-0.078, -0.409, 0.386], [-1.163, 0.394, -0.109], [1.730, 0.472, 0.200], [0.074, -0.429, 1.387], [2.070, -1.494, -0.752], [-1.091, 0.360, -1.206], [-2.141, 0.291, 0.325], [-0.826, 1.394, 0.119]],
  "nbo_charge": [0.659, -0.032, -0.726, -0.729, 0.175, -0.092, 0.219, 0.255, 0.272]
}

---

*ii*
{
  "formula": "C2H5BO",
  "method": "ωB97M-V/def2-TZVPD",
  "gap_ev": 8.13,
  "species": ["B", "C", "C", "O", "H", "H", "H", "H", "H"],
  "positions_angstrom": [[2.048, -0.336, -0.426], [0.370, -0.674, 0.125], [-0.566, 0.423, 0.011], [2.326, 0.575, 0.411], [0.156, -1.186, 1.041], [2.414, -0.895, -1.349], [-1.635, 0.299, 0.444], [-0.011, 1.128, 0.566], [-0.730, 0.776, -0.986]],
  "nbo_charge": [0.684, 0.053, -0.751, -0.812, 0.167, -0.110, 0.225, 0.318, 0.227]
}

---

On energetic grounds, *i* is preferred over the next structure by 0.0136 hartree.

---

*i*
{
  "formula": "CH3NOS",
  "method": "ωB97M-V/def2-TZVPD",
  "gap_ev": [8.82, 8.80],
  "species": ["C", "N", "O", "S", "H", "H", "H"],
  "positions_angstrom": [[1.427, 0.376, -0.070], [-0.384, -1.080, -0.046], [4.069, 0.279, 0.056], [2.843, -0.455, -0.035], [0.733, 1.197, 0.090], [-0.215, -1.109, 0.941], [-1.015, -0.348, -0.119]],
  "nbo_charge": [-0.478, -0.716, -0.885, 1.206, 0.233, 0.326, 0.313]
}

---

*ii*
{
  "formula": "CH3NOS",
  "method": "ωB97M-V/def2-TZVPD",
  "gap_ev": 9.08,
  "species": ["C", "N", "O", "S", "H", "H", "H"],
  "positions_angstrom": [[0.827, -0.351, -0.093], [-0.217, 0.535, -0.015], [-1.616, 0.254, 0.127], [2.420, 0.154, -0.120], [-1.808, -0.464, -0.438], [-0.077, 1.363, 0.537], [0.470, -1.491, 0.003]],
  "nbo_charge": [-0.118, -0.305, -0.535, -0.113, 0.470, 0.398, 0.203]
}

---

On energetic grounds, *ii* is preferred over the next structure by 0.1091 hartree.